Molecular formula: C34H39N2O4Ti
Method: DFT, wB97M-V/def2-TZVPD

Summary:
Net charge ... -1
Expectation value of S² ... 2.013
E_LUMO (alpha / beta) ... 2.08 / 2.08 eV
M ... 587.6 g/mol
E_tot ... -2578.9434 hartree
HOMO (alpha / beta) ... -0.46 / -3.98 eV
Orbital gap (alpha / beta) ... 2.54 / 6.05 eV
Spin multiplicity ... 3

Cartesian coordinates (Å):
O -0.063 -0.430 -7.004
C -0.152 0.872 -7.674
C -0.299 0.265 -9.074
H 0.765 1.463 -7.540
H -1.029 1.449 -7.350
C -0.154 -1.075 -8.316
H 0.519 0.464 -9.765
H -1.270 0.385 -9.553
C 1.114 -1.787 -8.736
H 1.968 -1.101 -8.717
H 0.989 -2.162 -9.762
H 1.320 -2.648 -8.092
C -1.367 -1.971 -8.457
H -2.288 -1.432 -8.203
H -1.269 -2.860 -7.824
H -1.436 -2.313 -9.501
Ti -0.407 -0.945 0.521
C -2.316 -1.373 1.603
C -2.335 0.050 1.760
C -2.500 0.639 0.485
H -2.401 0.583 2.715
C -2.606 -0.399 -0.479
C -2.491 -1.653 0.203
H -2.608 -2.636 -0.255
H -2.315 -2.096 2.421
H -2.609 1.711 0.300
H -2.911 -0.273 -1.520
C 0.543 -2.595 1.847
C -0.285 -3.240 0.884
C 0.241 -2.957 -0.415
H -1.119 -3.902 1.112
C 1.417 -2.153 -0.250
C 1.600 -1.922 1.148
H 2.458 -1.426 1.599
H 0.452 -2.713 2.925
H -0.123 -3.376 -1.351
H 2.118 -1.866 -1.034
O -0.069 -0.100 -1.453
C -0.288 -0.822 -2.731
C -0.505 0.253 -3.768
H -1.126 -1.523 -2.632
H 0.623 -1.393 -2.941
C 0.329 1.419 -3.249
H -1.569 0.527 -3.793
H -0.201 -0.069 -4.762
C 0.177 1.321 -1.744
H 0.001 2.385 -3.641
H 1.385 1.269 -3.513
H -0.701 1.875 -1.393
H 1.051 1.644 -1.172
O 1.362 1.942 0.975
C 0.953 1.477 2.036
N 1.058 2.077 3.283
C 0.699 1.188 4.364
C 0.163 0.005 3.554
O -0.368 -0.982 4.067
N 0.306 0.244 2.213
C 1.928 0.859 5.210
C 2.583 -0.359 5.073
C 3.669 -0.675 5.906
C 4.118 0.243 6.855
C 3.488 1.488 6.965
C 2.400 1.804 6.140
C -0.454 1.708 5.208
C -0.709 1.183 6.484
C -1.824 1.618 7.211
C -2.687 2.574 6.666
C -2.443 3.074 5.383
C -1.324 2.646 4.655
H 1.647 2.900 3.364
H 2.208 -1.087 4.351
H 4.134 -1.656 5.805
H 4.952 -0.009 7.515
H 3.818 2.220 7.707
H 1.893 2.769 6.244
H -0.033 0.431 6.897
H -2.015 1.195 8.197
H -3.556 2.915 7.233
H -3.115 3.795 4.917
H -1.111 3.050 3.663